[1]
A cluster of 2 separate species, C5H14NO in total, computed with ωB97M-V/def2-TZVPD.

Output
Multiplicity: 2
Orbital gap (spin up / spin down) in eV: 10.666 / 3.798
Lowest unoccupied orbital energy (spin up / spin down) in eV: -9.1300 / -14.8368
Strongest force on any atom in eV/A: 2.19
Net charge: +2
Relative energy (zero: lowest compared OMol25 entry of this formula, charge and spin) in kcal per mole: 77.9

Geometry (Å):
C  -2.16764  0.25045  0.80110
C  -0.87212  0.58896  1.54410
C  0.38688  -0.04701  0.94897
C  0.59319  -0.05284  -0.56636
C  1.55934  1.84956  -1.75702
N  0.59508  1.36369  -1.07960
H  -2.99538  0.71774  1.33650
H  -2.34838  -0.83615  0.74739
H  -2.13818  0.56317  -0.26201
H  -1.07949  0.09612  2.51186
H  -0.66188  1.65627  1.69639
H  0.35797  -1.10075  1.28352
H  1.29848  0.31417  1.43799
H  -0.28682  -0.56659  -0.94640
H  1.46359  -0.58762  -0.92411
H  1.36577  2.58102  -2.53449
H  2.56854  1.46849  -1.60138
H  -0.37626  1.66494  -1.07246
H  1.11864  -3.32113  -1.31548
H  0.97649  -3.53299  0.26442
O  0.64219  -3.06947  -0.51292

[2]
An isolated molecule of C17H18BNO4, computed with ωB97M-V/def2-TZVPD.

Output
Multiplicity: 1
Orbital gap in eV: 8.855
Lowest unoccupied orbital energy in eV: 0.7106
Strongest force on any atom in eV/A: 3.67
Structure (SMILES): CC(=O)Nc1ccc(OC[C@H]2COB(c3ccccc3)O2)cc1
Net charge: 0
Relative energy (zero: lowest compared OMol25 entry of this formula, charge and spin) in kcal per mole: 41.5

Geometry (Å):
O  3.71538  -0.10424  -0.31775
O  -3.54095  0.16154  -1.86581
O  -1.75183  1.89677  2.18132
O  -2.50315  -0.30267  0.24984
B  -2.61414  -0.61555  -1.11106
C  4.25474  0.43829  0.59558
C  -0.54491  -3.99789  -2.71373
C  -0.67581  -3.90673  -1.40553
C  -1.12122  -3.02231  -3.51420
C  0.45878  2.74209  2.54130
C  0.16279  0.69631  1.18805
C  -1.31049  -2.82011  -0.75532
C  -1.78820  -2.01105  -2.99127
C  1.84150  2.61748  2.36282
C  1.54333  0.52509  1.14356
C  -0.38587  1.78494  1.87839
C  -1.86908  -1.91964  -1.60173
C  2.34687  1.58012  1.58056
N  3.73116  1.39174  1.45010
C  5.67237  0.01453  0.84155
C  -4.00434  1.08353  -0.94894
C  -2.50050  2.08271  0.96834
C  -3.28359  0.85677  0.44345
H  -0.08998  -4.81605  -3.15379
H  -0.13199  -4.56479  -0.80262
H  -1.09217  -3.10262  -4.60761
H  -0.00728  3.66250  2.91857
H  -0.41482  -0.05454  0.62591
H  -1.10492  -2.73213  0.31450
H  -2.25731  -1.25773  -3.58343
H  2.41300  3.50064  2.56219
H  2.02505  -0.28557  0.58285
H  4.43282  1.85312  2.01724
H  6.24007  0.91897  0.53755
H  5.92887  -0.28421  1.87042
H  6.11711  -0.82600  0.31744
H  -5.05289  0.94996  -0.83953
H  -3.78279  2.09060  -1.32619
H  -1.70059  2.29736  0.25238
H  -3.27769  2.92209  0.96686
H  -4.07734  0.55670  1.14775

[3]
A cluster of 2 separate species, C3H8NS in total, computed with ωB97M-V/def2-TZVPD.

Output
Multiplicity: 1
Orbital gap in eV: 6.370
Lowest unoccupied orbital energy in eV: 4.0543
Strongest force on any atom in eV/A: 2.70
Net charge: -1
Relative energy (zero: lowest compared OMol25 entry of this formula, charge and spin) in kcal per mole: 56.5

Geometry (Å):
C  2.12633  -1.08952  0.18477
S  2.44870  0.69605  0.12808
H  1.98997  -1.54577  1.17901
H  1.22535  -1.44693  -0.32909
H  3.00107  -1.64950  -0.16771
C  -1.81398  1.10952  0.65393
C  -0.80019  0.01453  -1.10217
N  -1.92316  0.42346  -0.66309
H  -2.67487  1.77911  0.78446
H  -0.95822  1.76872  0.80398
H  -1.98039  0.27164  1.32134
H  -0.70836  -0.99181  -1.53101
H  0.06775  0.66050  -1.26248

[4]
A cluster of 2 separate species, CH3ClS2 in total, computed with ωB97M-V/def2-TZVPD.

Output
Multiplicity: 1
Orbital gap in eV: 8.608
Lowest unoccupied orbital energy in eV: -0.3569
Strongest force on any atom in eV/A: 0.63
Structure (SMILES): S=CS.Cl
Net charge: 0
Relative energy (zero: lowest compared OMol25 entry of this formula, charge and spin) in kcal per mole: 18.1

Geometry (Å):
C  -1.14993  -0.36654  0.06821
S  -2.11486  1.04005  -0.17619
S  0.32312  -0.63242  -0.54558
Cl  3.38112  0.60758  -0.06882
H  -1.65359  -1.09807  0.68688
H  -1.23566  1.70097  -0.93332
H  3.08631  -0.42631  0.61683

[5]
A cluster of 2 separate species, C5H8NO3 in total, computed with ωB97M-V/def2-TZVPD.

Output
Multiplicity: 1
Orbital gap (spin up / spin down) in eV: 5.182 / 4.555
Lowest unoccupied orbital energy (spin up / spin down) in eV: -6.8813 / -6.8812
Strongest force on any atom in eV/A: 1.44
Net charge: +1
Relative energy (zero: lowest compared OMol25 entry of this formula, charge and spin) in kcal per mole: 149.9

Geometry (Å):
C  -0.28092  0.37328  -0.08511
C  -0.32872  1.76647  -0.00695
C  1.03096  -0.28599  -0.01381
C  2.31280  0.40645  0.03747
C  1.00208  -1.73898  -0.02481
N  -4.16200  -0.06520  0.03772
O  -4.26088  -1.17730  0.10506
O  -1.30958  -0.34213  -0.19962
O  -4.09284  1.05347  0.02632
H  -1.27271  2.27401  -0.10463
H  0.53166  2.37700  0.18107
H  3.05744  -0.18151  0.57343
H  2.26197  1.41074  0.44616
H  2.68266  0.50024  -0.99019
H  1.97186  -2.19984  -0.18783
H  0.24840  -2.09381  -0.73573
H  0.60784  -2.07689  0.94147

[6]
A cluster of 2 separate species, C4H7N2O4PS in total, computed with ωB97M-V/def2-TZVPD.

Output
Multiplicity: 1
Orbital gap (spin up / spin down) in eV: 3.338 / 3.344
Lowest unoccupied orbital energy (spin up / spin down) in eV: 2.4605 / 2.4681
Strongest force on any atom in eV/A: 4.87
Net charge: -2
Relative energy (zero: lowest compared OMol25 entry of this formula, charge and spin) in kcal per mole: 73.6

Geometry (Å):
C  1.57522  2.04963  0.15946
C  1.62648  -1.94104  0.13510
C  1.64721  0.55522  -0.43929
C  1.04009  -0.59378  0.45748
N  -1.54277  1.38019  -0.89215
N  -0.37007  -0.54824  0.49146
O  0.74691  2.83162  -0.42367
O  2.66992  -2.10524  -0.48763
O  2.30738  2.23625  1.14917
O  0.82935  -2.75939  0.62160
P  -5.89998  -1.26627  0.66483
S  -1.22292  -0.26291  -0.98025
H  1.24364  0.61019  -1.38912
H  2.68460  0.32596  -0.65845
H  1.29115  -0.30922  1.48754
H  -2.29583  1.48769  -0.15852
H  -0.62998  -1.43747  0.91164
H  -5.09594  -2.17577  0.06282
H  -0.60447  1.92258  -0.71201

[7]
A cluster of 2 separate species, C2H4O2 in total, computed with ωB97M-V/def2-TZVPD.

Output
Multiplicity: 1
Orbital gap in eV: 10.874
Lowest unoccupied orbital energy in eV: 0.6011
Strongest force on any atom in eV/A: 1.54
Structure (SMILES): C=O.C=O
Net charge: 0
Relative energy (zero: lowest compared OMol25 entry of this formula, charge and spin) in kcal per mole: 57.7

Geometry (Å):
O  -0.15497  -2.13493  -1.55339
C  0.46647  -2.50076  -0.58680
H  1.29107  -1.82707  -0.30217
H  0.23112  -3.43735  -0.06589
O  0.46196  3.17542  0.99819
C  -0.44510  2.48683  0.62678
H  -1.13109  1.94870  1.31264
H  -0.71946  2.28916  -0.42936

[8]
An isolated molecule of C6H11N5, computed with ωB97M-V/def2-TZVPD.

Output
Multiplicity: 1
Orbital gap in eV: 9.379
Lowest unoccupied orbital energy in eV: 0.7051
Strongest force on any atom in eV/A: 2.21
Structure (SMILES): C1CC(c2nnn[nH]2)CCN1
Net charge: 0
Relative energy (zero: lowest compared OMol25 entry of this formula, charge and spin) in kcal per mole: 36.4

Geometry (Å):
N  0.14900  -3.89390  0.05475
N  -0.49303  -3.87256  1.17676
N  0.40570  -2.57365  -0.34497
C  -0.13605  -1.77760  0.50401
N  -0.71341  -2.58365  1.44514
N  0.06671  2.38339  -0.27669
C  1.34414  1.66255  -0.30124
C  -1.06898  1.68301  -0.86838
C  1.30966  0.33735  0.46966
C  -0.93333  0.17627  -0.81732
C  -0.10365  -0.26395  0.43700
H  -1.26519  -2.28147  2.25902
H  0.14738  3.35744  -0.61912
H  1.55932  1.43813  -1.32871
H  2.17325  2.28518  0.10769
H  -1.23224  2.01524  -1.88169
H  -1.94806  1.99996  -0.28972
H  1.57277  0.51989  1.49170
H  2.06033  -0.35754  0.05882
H  -0.36108  -0.09430  -1.71872
H  -1.87825  -0.32017  -0.86638
H  -0.65500  0.16037  1.30838

Electronic energy per entry: -328.0634; -1039.1979; -571.9883; -1296.4401; -475.2627; -1306.5410; -229.0146; -508.9561 Eh